A cluster of 13 separate species, C52H143N13O13 in total. Source: OMol25; level of theory: ωB97M-V/def2-TZVPD.

Atoms and positions in Å:
C  -4.250  2.136  0.634
C  -4.271  3.506  1.243
C  -4.632  4.580  0.207
O  -4.418  5.838  0.773
C  -4.496  6.787  -0.296
N  -5.190  3.416  2.383
H  -5.112  1.932  -0.005
H  -4.200  1.460  1.476
H  -3.273  2.036  0.057
H  -3.308  3.766  1.701
H  -5.669  4.461  -0.074
H  -4.013  4.604  -0.720
H  -5.442  6.690  -0.846
H  -3.711  6.578  -1.038
H  -4.364  7.811  0.115
H  -5.977  2.924  1.973
H  -5.584  4.321  2.657
C  -0.210  7.127  0.944
C  -1.033  5.882  0.689
C  -0.729  5.529  -0.729
O  -1.562  4.472  -1.171
C  -1.453  4.294  -2.619
N  -0.510  4.850  1.497
H  0.809  6.873  1.152
H  -0.478  7.720  1.810
H  -0.103  7.789  0.101
H  -2.080  6.113  0.833
H  0.341  5.366  -0.822
H  -0.844  6.464  -1.336
H  -2.228  3.585  -2.857
H  -0.479  3.925  -2.979
H  -1.700  5.282  -3.103
H  -0.441  5.182  2.473
H  -1.062  4.021  1.478
C  -5.414  -2.066  -6.463
C  -5.755  -2.180  -5.000
C  -4.780  -1.208  -4.223
O  -5.070  -1.336  -2.851
C  -4.155  -0.755  -1.854
N  -7.139  -1.917  -4.698
H  -4.382  -2.375  -6.605
H  -5.515  -1.052  -6.858
H  -6.083  -2.677  -7.044
H  -5.490  -3.242  -4.699
H  -4.984  -0.210  -4.511
H  -3.795  -1.546  -4.543
H  -3.187  -1.299  -1.756
H  -4.723  -0.769  -0.921
H  -4.026  0.281  -2.171
H  -7.542  -1.126  -5.182
H  -7.369  -1.781  -3.688
C  -3.086  1.313  4.605
C  -2.287  2.519  4.190
C  -1.923  3.266  5.447
O  -1.269  4.478  5.079
C  -2.150  5.449  4.616
N  -1.021  2.118  3.663
H  -2.637  0.811  5.513
H  -3.177  0.541  3.777
H  -4.102  1.592  4.844
H  -2.780  3.081  3.414
H  -1.211  2.770  6.085
H  -2.834  3.352  6.040
H  -1.599  6.102  3.956
H  -2.533  6.111  5.407
H  -3.023  4.966  4.119
H  -0.391  2.887  3.686
H  -1.102  1.915  2.648
C  7.940  -4.445  2.686
C  8.348  -3.225  3.353
C  7.226  -2.584  4.169
O  6.157  -2.296  3.287
C  5.006  -1.892  3.950
N  9.520  -3.429  4.209
H  8.698  -4.676  1.936
H  7.062  -4.306  2.115
H  7.813  -5.343  3.291
H  8.559  -2.468  2.525
H  7.652  -1.694  4.615
H  6.927  -3.236  5.004
H  4.490  -2.750  4.420
H  4.337  -1.477  3.209
H  5.190  -1.148  4.695
H  9.926  -2.561  4.490
H  10.256  -3.884  3.692
C  -1.306  -2.953  -5.293
C  -1.754  -3.560  -3.956
C  -1.577  -5.057  -3.933
O  -2.358  -5.698  -4.901
C  -3.590  -6.192  -4.375
N  -0.976  -2.891  -2.854
H  -1.169  -1.878  -5.116
H  -2.154  -3.155  -6.011
H  -0.453  -3.482  -5.705
H  -2.836  -3.389  -3.742
H  -1.882  -5.383  -2.923
H  -0.526  -5.407  -4.065
H  -4.254  -6.469  -5.202
H  -4.079  -5.392  -3.791
H  -3.391  -7.063  -3.796
H  0.034  -3.133  -2.893
H  -1.375  -3.148  -1.962
C  1.992  -4.328  3.911
C  2.331  -5.097  2.625
C  1.728  -4.433  1.397
O  1.797  -5.300  0.278
C  1.010  -4.960  -0.798
N  3.777  -5.194  2.587
H  2.392  -3.324  3.824
H  2.374  -4.819  4.803
H  0.883  -4.295  4.045
H  1.962  -6.124  2.692
H  2.309  -3.499  1.196
H  0.703  -4.020  1.540
H  0.000  -4.844  -0.510
H  1.135  -5.807  -1.471
H  1.312  -4.020  -1.251
H  4.247  -4.291  2.585
H  4.143  -5.782  1.858
C  -1.358  -0.070  0.031
C  0.086  0.550  0.314
C  0.814  0.403  -0.968
O  2.087  1.029  -0.819
C  2.958  0.313  0.056
N  -0.031  1.908  0.805
H  -1.947  -0.091  0.961
H  -1.142  -1.023  -0.450
H  -1.799  0.597  -0.749
H  0.664  -0.049  1.038
H  0.281  0.949  -1.714
H  0.856  -0.629  -1.351
H  2.761  0.716  1.043
H  3.935  0.752  -0.244
H  2.854  -0.773  0.026
H  0.933  2.160  0.927
H  -0.458  2.507  0.077
C  -2.888  -2.014  3.042
C  -2.512  -3.485  2.743
C  -1.979  -3.633  1.347
O  -2.865  -3.222  0.308
C  -4.020  -4.092  0.289
N  -1.369  -3.818  3.633
H  -3.225  -1.922  4.094
H  -3.737  -1.672  2.451
H  -2.015  -1.318  2.922
H  -3.341  -4.191  2.908
H  -1.606  -4.680  1.102
H  -1.097  -2.986  1.247
H  -4.762  -3.750  0.941
H  -3.731  -5.115  0.547
H  -4.436  -4.068  -0.718
H  -1.541  -3.550  4.575
H  -1.281  -4.822  3.776
C  4.185  3.452  -1.255
C  4.184  4.379  -0.049
C  3.409  3.832  1.130
O  3.493  4.710  2.249
C  2.658  4.301  3.328
N  5.581  4.698  0.240
H  4.315  3.952  -2.216
H  3.345  2.760  -1.255
H  4.992  2.759  -1.242
H  3.724  5.324  -0.351
H  3.918  2.831  1.398
H  2.371  3.652  0.745
H  3.060  3.357  3.762
H  1.683  4.161  2.914
H  2.717  5.134  4.002
H  5.640  5.223  1.099
H  6.015  3.800  0.393
C  3.194  -1.727  -3.116
C  2.314  -2.092  -4.308
C  2.808  -1.616  -5.676
O  1.925  -2.062  -6.715
C  2.121  -1.419  -7.931
N  1.912  -3.512  -4.234
H  2.810  -2.174  -2.201
H  3.297  -0.653  -3.022
H  4.217  -2.090  -3.302
H  1.396  -1.584  -4.125
H  3.885  -1.914  -5.895
H  2.750  -0.513  -5.648
H  1.347  -1.689  -8.619
H  3.066  -1.689  -8.375
H  1.987  -0.347  -7.820
H  2.745  -4.072  -4.144
H  1.511  -3.825  -5.073
C  2.283  2.688  -4.547
C  1.299  2.448  -5.729
C  0.343  1.283  -5.345
O  -0.407  1.588  -4.171
C  -1.370  0.597  -3.990
N  0.565  3.619  -6.114
H  2.947  3.503  -4.962
H  2.958  1.905  -4.273
H  1.777  3.012  -3.670
H  1.849  2.010  -6.590
H  0.871  0.300  -5.196
H  -0.334  1.116  -6.156
H  -1.966  1.001  -3.159
H  -0.853  -0.295  -3.666
H  -1.986  0.483  -4.882
H  0.066  4.076  -5.371
H  1.228  4.323  -6.522
C  2.375  0.513  4.651
C  1.355  -0.618  4.897
C  0.405  -0.386  6.104
O  0.016  -1.733  6.518
C  -1.081  -1.691  7.399
N  0.526  -0.715  3.675
H  1.881  1.459  4.387
H  3.055  0.290  3.834
H  2.984  0.628  5.589
H  1.900  -1.535  5.160
H  -0.388  0.306  5.914
H  0.998  0.116  6.874
H  -1.942  -1.129  7.005
H  -0.871  -1.126  8.305
H  -1.342  -2.704  7.694
H  0.101  0.183  3.594
H  -0.259  -1.307  3.814

Forces on atoms 1 to 3 (eV/Å):
2.176 0.015 -0.775
0.043 0.894 0.060
1.062 -0.483 0.041

Values from the calculation:
M = 1158.79 g/mol
LUMO = 0.5 eV
energy above the lowest of the compared OMol25 structures with the same formula, charge and spin = 226.1 kJ/mol
2S+1 = 1
electronic energy = -102223.76471 eV
gap between HOMO and LUMO = 9.20 eV
net charge = 0
HOMO level = -8.657 eV